Entry 1:
{"formula": "C2H8N2S", "method": "the ωB97M-V functional and the def2-TZVPD basis", "symbols": ["C", "S", "H", "H", "H", "N", "C", "N", "H", "H", "H", "H", "H"], "xyz": [[-1.423, 0.839, -1.637], [-1.518, 0.009, 0.052], [-0.819, 0.165, -2.368], [-0.871, 1.779, -1.736], [-2.560, 0.944, -1.927], [1.579, 0.869, 0.648], [1.930, -0.461, 0.518], [1.101, -1.430, 0.508], [1.566, 1.201, 1.595], [0.734, 1.270, 0.118], [3.005, -0.640, 0.817], [1.414, -2.279, 1.056], [0.020, -0.929, 0.233]], "atomic_forces_ev_per_a": [[-0.76, -1.72, -0.98], [0.90, 0.23, -0.68], [-1.55, 0.80, 1.04], [-0.47, 0.22, 0.60], [2.56, -0.03, 0.08], [-1.12, 1.40, -3.26], [1.27, 0.57, 3.36], [0.11, -0.51, 0.12], [0.51, 0.01, 0.30], [1.31, -1.54, 1.36], [-1.09, -0.02, -0.33], [-0.42, 0.84, -1.84], [-1.25, -0.26, 0.25]], "total_energy_ha": -588.594341, "e_above_lowest_kcal_mol": 53.7, "homo_energy_ev": -7.22, "orbital_gap_ev": 6.916}



Entry 2:
{"formula": "C19H55O9S8", "method": "the ωB97M-V functional and the def2-TZVPD basis", "symbols": ["C", "C", "C", "O", "H", "H", "H", "H", "H", "H", "H", "C", "S", "O", "C", "H", "H", "H", "H", "H", "H", "C", "S", "O", "C", "H", "H", "H", "H", "H", "H", "C", "S", "O", "C", "H", "H", "H", "H", "H", "H", "C", "S", "O", "C", "H", "H", "H", "H", "H", "H", "C", "S", "O", "C", "H", "H", "H", "H", "H", "H", "C", "S", "O", "C", "H", "H", "H", "H", "H", "H", "C", "S", "O", "C", "H", "H", "H", "H", "H", "H", "C", "S", "O", "C", "H", "H", "H", "H", "H", "H"], "xyz": [[0.516, 1.182, 1.433], [0.580, 0.277, 0.196], [-0.846, -0.181, -0.154], [1.273, 0.855, -0.827], [1.529, 1.506, 1.674], [-0.058, 0.714, 2.240], [0.034, 2.117, 1.120], [1.132, -0.643, 0.499], [-1.481, 0.697, -0.321], [-1.286, -0.723, 0.692], [-0.815, -0.831, -1.025], [4.471, 1.807, 0.545], [4.510, 3.371, -0.382], [5.949, 3.857, -0.444], [4.184, 2.619, -1.995], [3.475, 1.360, 0.458], [4.695, 1.926, 1.602], [5.197, 1.150, 0.062], [4.979, 1.939, -2.288], [4.119, 3.470, -2.670], [3.207, 2.127, -1.930], [-2.296, -4.894, 2.436], [-0.534, -4.700, 2.007], [-0.530, -4.624, 0.503], [-0.323, -2.957, 2.468], [-2.838, -4.030, 2.043], [-2.454, -4.980, 3.508], [-2.619, -5.744, 1.839], [0.493, -2.540, 1.886], [-0.090, -2.829, 3.528], [-1.272, -2.490, 2.218], [4.227, -1.067, 2.562], [4.968, -2.007, 1.170], [5.450, -3.284, 1.819], [3.385, -2.328, 0.329], [3.723, -1.816, 3.182], [3.420, -0.516, 2.076], [4.960, -0.594, 3.205], [3.549, -2.982, -0.523], [2.904, -1.400, 0.008], [2.728, -2.831, 1.041], [-3.141, 0.356, 4.684], [-3.973, 1.642, 3.725], [-5.007, 1.045, 2.807], [-2.602, 2.161, 2.654], [-2.890, -0.499, 4.054], [-3.730, 0.060, 5.547], [-2.205, 0.788, 5.047], [-2.360, 1.421, 1.890], [-1.660, 2.368, 3.160], [-2.979, 3.061, 2.173], [-5.058, 2.177, -4.617], [-4.065, 0.713, -4.265], [-3.131, 0.565, -5.438], [-3.124, 1.473, -2.850], [-4.764, 3.082, -4.078], [-6.086, 2.046, -4.259], [-5.105, 2.417, -5.676], [-3.799, 1.919, -2.127], [-2.528, 2.245, -3.339], [-2.483, 0.677, -2.482], [-4.051, -2.022, -0.824], [-3.326, -3.533, -1.511], [-4.425, -4.278, -2.236], [-2.242, -2.703, -2.724], [-4.422, -1.460, -1.686], [-3.313, -1.403, -0.311], [-4.899, -2.116, -0.147], [-1.946, -3.440, -3.467], [-1.398, -2.326, -2.153], [-2.621, -1.872, -3.325], [0.187, -0.363, -4.085], [0.722, -1.603, -5.298], [0.056, -2.894, -4.875], [-0.195, -0.933, -6.706], [0.608, 0.634, -4.224], [0.546, -0.713, -3.114], [-0.897, -0.263, -4.054], [-0.023, -1.571, -7.578], [0.248, 0.027, -6.984], [-1.275, -0.834, -6.599], [2.094, 2.528, 4.019], [2.812, 3.877, 2.992], [2.024, 5.110, 3.294], [4.344, 3.895, 3.990], [1.050, 2.360, 3.778], [2.246, 2.922, 5.025], [2.622, 1.583, 3.898], [4.276, 4.671, 4.750], [5.192, 4.124, 3.344], [4.476, 2.902, 4.412]], "atomic_forces_ev_per_a": [[-0.11, 0.40, -0.76], [0.84, 0.15, -0.64], [0.13, 0.20, 0.43], [-0.26, 0.01, 0.14], [0.01, -0.40, 0.40], [0.34, 0.11, 0.35], [-0.24, -0.09, 0.07], [-0.29, -0.32, 0.46], [0.05, -0.01, -0.30], [-0.05, -0.16, -0.07], [-0.11, 0.11, -0.05], [-0.04, -0.22, -0.38], [0.96, -0.13, -0.17], [-1.03, -0.46, 0.29], [-0.58, 0.37, 0.41], [-0.13, 0.20, -0.32], [0.24, 0.34, -0.05], [0.10, -0.04, 0.18], [0.10, 0.01, 0.14], [0.09, -0.08, -0.16], [0.02, -0.14, 0.01], [0.26, 0.61, -0.41], [-0.05, 0.44, -1.17], [0.08, -0.34, 0.86], [-0.39, -0.27, 0.60], [0.11, 0.05, 0.05], [0.01, -0.26, 0.00], [0.01, -0.27, 0.35], [-0.02, -0.11, -0.25], [-0.14, -0.12, 0.02], [0.16, 0.33, -0.06], [-0.84, -1.18, -0.63], [0.09, -0.52, 0.98], [-0.32, 0.65, -0.71], [-0.01, -0.10, 0.46], [0.12, -0.20, -0.14], [0.35, 0.86, 0.47], [0.08, 0.53, -0.44], [0.19, 0.03, 0.00], [0.26, 0.09, -0.12], [0.05, -0.09, 0.00], [0.57, -0.06, -0.37], [-0.36, 0.17, -0.41], [0.74, 0.05, 0.64], [0.04, -0.26, -0.12], [-0.17, -0.02, -0.03], [-0.27, 0.01, -0.15], [-0.06, 0.08, 0.01], [-0.38, -0.18, 0.05], [-0.26, 0.18, 0.37], [0.10, 0.05, -0.05], [-1.03, 0.95, 0.59], [0.43, 0.40, -0.15], [-0.23, 0.12, 0.87], [-0.09, -0.35, -1.56], [0.60, -0.18, -0.13], [0.06, -0.47, -0.17], [0.27, -0.40, -0.11], [-0.07, -0.28, 0.17], [0.14, 0.03, 0.17], [-0.03, 0.14, 0.38], [-0.28, 0.97, -0.53], [-0.61, -0.37, -0.46], [0.69, 0.81, 0.42], [-0.17, -0.04, 0.00], [0.01, 0.06, 0.01], [0.28, -0.21, -0.14], [0.11, -0.79, 0.01], [0.30, -0.23, 0.34], [0.22, -0.33, -0.10], [-0.69, -0.01, 0.37], [0.11, -0.04, 0.41], [-1.08, -0.22, 0.42], [0.47, 0.89, -0.44], [0.23, -0.03, -0.86], [0.22, -0.16, -0.31], [0.04, 0.05, -0.04], [-0.05, -0.26, -0.27], [0.13, -0.24, 0.25], [-0.05, 0.10, 0.30], [0.05, 0.02, 0.59], [0.23, 0.58, 0.21], [-0.31, -0.35, 0.13], [0.33, -0.41, 0.15], [0.18, 0.14, -0.45], [-0.05, 0.28, -0.05], [-0.37, -0.27, 0.16], [0.19, 0.13, -0.17], [-0.25, -0.12, 0.10], [-0.07, 0.03, -0.08], [0.14, 0.09, 0.14]], "charge": -1, "total_energy_ha": -4619.310089, "e_above_lowest_kcal_mol": 24.3, "homo_energy_ev": -4.49, "orbital_gap_ev": 6.299}



Entry 3:
{"formula": "C51H78ClN21O10S2", "method": "the ωB97M-V functional and the def2-TZVPD basis", "symbols": ["C", "C", "C", "O", "C", "C", "Cl", "C", "C", "O", "O", "C", "C", "O", "N", "O", "S", "C", "O", "O", "C", "O", "S", "O", "O", "H", "H", "H", "H", "H", "H", "H", "H", "H", "H", "H", "H", "H", "H", "H", "H", "H", "H", "C", "C", "N", "H", "H", "H", "C", "C", "N", "H", "H", "H", "C", "C", "N", "H", "H", "H", "C", "C", "N", "H", "H", "H", "C", "C", "N", "H", "H", "H", "C", "C", "N", "H", "H", "H", "C", "C", "N", "H", "H", "H", "C", "C", "N", "H", "H", "H", "C", "C", "N", "H", "H", "H", "C", "C", "N", "H", "H", "H", "C", "C", "N", "H", "H", "H", "C", "C", "N", "H", "H", "H", "C", "C", "N", "H", "H", "H", "C", "C", "N", "H", "H", "H", "C", "C", "N", "H", "H", "H", "C", "C", "N", "H", "H", "H", "C", "C", "N", "H", "H", "H", "C", "C", "N", "H", "H", "H", "C", "C", "N", "H", "H", "H", "C", "C", "N", "H", "H", "H"], "xyz": [[4.685, 2.241, -2.945], [4.306, 2.141, -4.446], [3.602, 0.823, -4.733], [2.241, 0.937, -4.266], [1.302, 0.261, -5.015], [0.114, -0.179, -4.164], [-1.116, -0.795, -5.345], [0.375, -1.361, -3.226], [1.711, -1.445, -2.522], [1.813, -1.188, -1.323], [2.754, -1.888, -3.252], [-0.508, 1.049, -3.453], [0.179, 1.322, -2.094], [0.066, 2.709, -1.752], [1.369, 3.252, -1.566], [1.397, 4.365, -1.877], [-2.277, 0.823, -3.052], [-3.339, 1.295, -4.406], [-2.582, -0.546, -2.696], [-2.573, 1.716, -1.951], [-0.363, 2.345, -4.279], [-0.534, 2.181, -5.693], [0.726, 1.430, -6.356], [0.358, 0.730, -7.540], [1.742, 2.425, -6.530], [4.648, 1.265, -2.473], [5.680, 2.648, -2.850], [3.961, 2.882, -2.454], [3.597, 2.930, -4.669], [5.170, 2.209, -5.097], [3.621, 0.622, -5.802], [4.132, 0.029, -4.220], [1.732, -0.583, -5.550], [-0.388, -1.446, -2.465], [0.296, -2.256, -3.839], [3.546, -1.487, -2.870], [1.236, 1.107, -2.169], [-0.296, 0.741, -1.312], [-4.164, 1.821, -3.936], [-2.870, 1.937, -5.139], [-3.718, 0.377, -4.833], [-1.087, 3.069, -3.931], [0.629, 2.756, -4.126], [-3.972, -0.158, 0.636], [-3.984, -0.387, 2.073], [-4.015, -0.527, 3.211], [-3.662, 0.858, 0.395], [-3.284, -0.836, 0.134], [-4.961, -0.312, 0.208], [5.584, -4.628, -3.813], [5.446, -3.204, -4.052], [5.333, -2.081, -4.259], [5.359, -4.872, -2.775], [4.910, -5.201, -4.445], [6.597, -4.968, -4.022], [-2.634, -4.052, -7.834], [-3.211, -2.718, -7.795], [-3.664, -1.665, -7.764], [-3.390, -4.814, -7.660], [-2.176, -4.256, -8.800], [-1.866, -4.171, -7.072], [3.005, -8.338, -3.875], [3.940, -7.641, -4.744], [4.667, -7.089, -5.440], [2.434, -7.641, -3.267], [2.300, -8.925, -4.454], [3.520, -9.017, -3.197], [8.391, 4.339, -1.091], [8.041, 2.964, -1.395], [7.781, 1.872, -1.635], [8.242, 4.987, -1.954], [7.781, 4.729, -0.277], [9.436, 4.405, -0.792], [-5.748, 2.629, 2.033], [-5.924, 3.479, 0.867], [-6.062, 4.136, -0.063], [-5.663, 3.218, 2.943], [-6.590, 1.950, 2.159], [-4.850, 2.025, 1.943], [10.936, 0.654, 0.266], [10.987, 2.085, 0.030], [11.028, 3.214, -0.165], [10.234, 0.175, -0.416], [11.912, 0.196, 0.120], [10.613, 0.436, 1.283], [-1.000, -10.897, -3.998], [-0.134, -10.005, -3.242], [0.548, -9.297, -2.652], [-1.196, -10.495, -4.991], [-0.541, -11.877, -4.114], [-1.956, -11.027, -3.493], [-8.794, 2.495, 5.337], [-8.072, 3.553, 4.651], [-7.503, 4.390, 4.107], [-9.239, 1.803, 4.622], [-8.133, 1.931, 5.989], [-9.595, 2.899, 5.953], [-4.921, 5.285, 6.992], [-6.147, 4.558, 7.266], [-7.104, 3.964, 7.485], [-4.059, 4.798, 7.454], [-4.735, 5.337, 5.919], [-4.975, 6.305, 7.371], [1.662, -11.293, 0.685], [2.576, -10.593, -0.202], [3.301, -10.040, -0.896], [1.101, -10.588, 1.295], [0.950, -11.887, 0.114], [2.204, -11.961, 1.351], [-2.178, 1.679, 8.468], [-2.107, 3.066, 8.041], [-2.052, 4.162, 7.705], [-2.952, 1.139, 7.926], [-1.236, 1.164, 8.294], [-2.405, 1.609, 9.531], [15.515, -0.761, 0.903], [14.301, -1.558, 0.966], [13.345, -2.188, 1.016], [16.340, -1.275, 1.392], [15.799, -0.571, -0.130], [15.373, 0.199, 1.397], [2.099, 0.559, 7.044], [0.878, -0.175, 7.336], [-0.086, -0.752, 7.566], [2.958, 0.081, 7.512], [2.277, 0.601, 5.971], [2.035, 1.580, 7.416], [-3.505, 9.123, 6.345], [-3.503, 9.006, 7.795], [-3.505, 8.903, 8.937], [-3.140, 10.100, 6.035], [-2.865, 8.365, 5.894], [-4.510, 8.997, 5.946], [-10.742, 5.721, 3.230], [-11.957, 4.958, 3.465], [-12.912, 4.352, 3.651], [-9.884, 5.246, 3.701], [-10.529, 5.807, 2.166], [-10.826, 6.729, 3.632], [-4.800, -5.777, -4.500], [-3.836, -6.462, -5.347], [-3.074, -6.994, -6.019], [-4.911, -4.737, -4.802], [-5.776, -6.254, -4.562], [-4.481, -5.793, -3.459], [-13.889, 3.957, 7.652], [-12.943, 2.864, 7.502], [-12.198, 1.999, 7.389], [-14.796, 3.771, 7.080], [-14.167, 4.083, 8.697], [-13.462, 4.895, 7.300], [-2.410, 5.031, -0.490], [-2.499, 5.943, 0.639], [-2.570, 6.658, 1.534], [-2.600, 5.550, -1.428], [-1.422, 4.578, -0.552], [-3.140, 4.228, -0.403], [11.165, -4.215, 2.813], [10.014, -4.004, 3.676], [9.106, -3.838, 4.356], [12.050, -4.467, 3.396], [10.985, -5.029, 2.113], [11.394, -3.323, 2.233]], "atomic_forces_ev_per_a": [[-0.36, 0.20, -0.93], [-0.45, -0.57, 0.90], [0.55, 0.83, -0.33], [-0.07, -0.48, 0.45], [0.05, 0.42, -0.13], [-0.77, 0.08, 0.02], [0.07, -0.20, -0.21], [0.70, -0.81, -0.28], [0.22, 0.48, 2.39], [0.06, -0.23, -1.97], [-1.09, 0.64, -0.25], [0.25, 0.55, -0.19], [-0.25, 0.23, 0.39], [-0.18, 0.05, -0.24], [0.25, -0.43, -0.31], [-0.12, 0.45, 0.29], [-1.70, -0.44, 1.64], [0.01, -0.03, 0.02], [0.58, -0.36, -0.56], [0.54, 0.84, -0.45], [0.25, 0.06, -0.01], [-0.28, -0.93, -0.08], [1.07, 0.60, -1.17], [-0.76, -0.19, 0.35], [0.10, 0.01, 0.67], [0.19, -0.13, 0.17], [0.13, 0.09, 0.30], [0.08, 0.10, 0.31], [0.12, 0.24, -0.45], [0.16, 0.10, -0.07], [-0.24, -0.10, -0.14], [-0.21, -0.28, -0.01], [-0.11, -0.16, -0.19], [-0.24, 0.22, 0.05], [0.07, -0.11, -0.09], [0.41, -0.45, 0.14], [0.09, -0.30, 0.03], [0.13, -0.20, 0.15], [0.02, 0.13, 0.23], [0.17, -0.07, -0.14], [0.16, -0.11, -0.30], [-0.12, 0.21, -0.16], [0.11, 0.10, 0.18], [0.07, -0.05, -0.40], [-0.05, 0.09, -0.06], [0.01, -0.04, 0.09], [0.07, 0.00, 0.06], [0.03, -0.02, 0.05], [-0.05, -0.03, 0.10], [-0.02, -0.27, 0.19], [0.13, -0.08, -0.05], [0.12, 0.09, 0.06], [-0.02, 0.15, 0.03], [0.06, 0.22, -0.04], [0.03, 0.12, -0.07], [0.16, -0.35, -0.03], [0.07, -0.04, -0.03], [-0.07, 0.11, 0.11], [-0.07, 0.06, 0.01], [-0.03, 0.14, -0.05], [-0.02, 0.11, 0.05], [0.06, -0.11, 0.12], [-0.06, -0.12, -0.05], [-0.02, -0.15, -0.08], [0.03, 0.09, -0.03], [0.03, 0.07, -0.17], [0.08, 0.06, 0.01], [-0.02, 0.62, 0.04], [0.09, 0.01, 0.02], [0.09, -0.10, 0.06], [-0.09, -0.14, -0.09], [-0.09, -0.14, 0.00], [-0.13, -0.10, -0.07], [0.13, -0.22, 0.32], [-0.05, -0.04, 0.07], [0.05, 0.04, -0.11], [-0.05, 0.16, -0.08], [-0.07, 0.06, -0.11], [0.05, 0.07, -0.09], [-0.04, -0.44, 0.05], [-0.01, -0.06, -0.03], [0.32, -0.05, 0.13], [-0.05, 0.15, -0.06], [0.04, 0.09, -0.01], [-0.01, 0.12, 0.03], [-0.19, -0.21, -0.19], [-0.07, -0.01, -0.01], [-0.21, -0.06, 0.13], [0.05, 0.10, 0.02], [0.09, 0.03, 0.05], [0.02, 0.07, 0.07], [-0.27, -0.35, 0.07], [0.01, -0.05, 0.12], [-0.05, 0.02, -0.05], [0.02, 0.09, -0.11], [0.13, 0.14, 0.01], [0.05, 0.11, 0.00], [0.36, 0.22, -0.08], [0.06, 0.01, 0.03], [-0.07, -0.04, 0.09], [-0.31, 0.10, -0.07], [-0.13, -0.09, -0.04], [-0.13, -0.04, 0.10], [-0.23, -0.15, 0.20], [0.02, 0.01, 0.03], [0.11, 0.00, -0.06], [0.04, 0.08, -0.05], [0.04, 0.03, -0.09], [0.09, 0.03, -0.04], [-0.05, -0.33, 0.18], [0.03, -0.03, 0.03], [0.20, -0.06, 0.02], [-0.01, 0.10, -0.10], [-0.03, 0.09, -0.06], [-0.02, 0.15, 0.01], [0.29, 0.19, -0.02], [0.05, 0.01, 0.00], [-0.10, 0.00, 0.00], [-0.06, -0.08, 0.03], [-0.08, -0.05, -0.04], [-0.10, -0.02, 0.03], [0.29, 0.17, -0.08], [0.07, -0.04, -0.04], [0.00, -0.04, 0.02], [-0.06, -0.08, 0.04], [-0.09, -0.05, -0.02], [-0.10, -0.01, 0.03], [0.02, 0.01, -0.32], [0.00, -0.02, -0.09], [-0.02, 0.00, 0.11], [0.01, 0.03, 0.09], [0.02, -0.04, 0.08], [-0.04, -0.01, 0.09], [0.32, 0.23, -0.07], [0.05, 0.04, -0.03], [-0.11, -0.05, 0.08], [-0.03, -0.06, 0.01], [-0.10, -0.09, -0.03], [-0.13, -0.03, 0.06], [-0.22, 0.16, 0.19], [-0.04, 0.02, 0.06], [0.06, -0.06, -0.04], [0.07, -0.01, -0.07], [0.03, -0.07, -0.07], [0.09, -0.04, -0.02], [-0.25, 0.28, 0.05], [-0.04, 0.05, -0.03], [0.12, -0.07, -0.03], [0.06, -0.11, -0.06], [0.07, -0.08, 0.03], [0.11, -0.06, -0.05], [0.03, -0.27, -0.25], [-0.03, -0.04, -0.05], [0.01, 0.06, 0.09], [-0.04, 0.11, 0.06], [0.03, 0.04, 0.08], [-0.06, 0.06, 0.07], [0.25, -0.03, -0.23], [0.05, -0.04, -0.03], [-0.08, 0.03, 0.06], [-0.05, 0.02, 0.11], [-0.12, -0.02, 0.04], [-0.04, 0.04, 0.04]], "total_energy_ha": -5148.647078, "homo_energy_ev": -10.44, "orbital_gap_ev": 10.219}